# 1
The following is a quantum chemistry calculation of an isolated molecule of CH3NOS2 in a non-equilibrium geometry, from the Open Molecules 2025 dataset.

The geometry in ORCA input format:
```
! wB97M-V def2-TZVPD RIJCOSX def2/J DEFGRID3
* xyz 0 1
N -1.46248 0.94059 -0.15010
S -1.76538 -0.68489 0.20161
S 0.49181 -1.39949 1.12825
C 1.47059 -0.61950 -0.08467
O 2.63130 -0.35899 -0.04042
H -0.75735 0.98303 -0.84350
H -1.36136 1.50694 0.75580
H 0.75286 -0.36769 -0.96698
*
```

Values from the calculation:
E (Eh): -966.21711
HOMO level (Eh): -0.3573
Orbital gap (eV): 8.251
Molecular weight (g mol⁻¹): 109.2
SMILES: NSSC=O
Largest force on an atom (eV/Å): 3.34

Atomic partial charges in e from the natural (NBO) method, atoms 1 to 6: atom 1 (N): -0.9418, atom 2 (S): 0.3414, atom 3 (S): 0.0177, atom 4 (C): 0.2267, atom 5 (O): -0.5216, atom 6 (H): 0.3854


# 2
The following is a quantum chemistry calculation of a cluster of 8 separate species, C12H44BNO12 in total in a non-equilibrium geometry, from the Open Molecules 2025 dataset.

The geometry in ORCA input format:
```
! wB97M-V def2-TZVPD RIJCOSX def2/J DEFGRID3
* xyz 0 1
N -9.42363 -14.37792 25.94129
H -9.54265 -13.38095 25.74796
H -8.45142 -14.56754 26.23167
H -9.66897 -14.95264 25.10175
H -10.06019 -14.60612 26.70711
B -10.10356 -15.80015 23.37355
H -9.32576 -14.87777 23.17800
H -10.06968 -16.64040 22.50467
H -9.78662 -16.35119 24.42826
H -11.23720 -15.36492 23.44680
C -6.25380 -11.47409 28.65586
C -7.69481 -11.88855 28.42551
O -8.55730 -11.33847 29.41939
O -6.08641 -10.07789 28.66112
H -5.66238 -11.90629 27.84738
H -5.90506 -11.91302 29.60355
H -7.80165 -12.98090 28.37133
H -8.03198 -11.53378 27.44906
H -8.21951 -11.59391 30.28476
H -6.62988 -9.73829 29.37974
C -12.76580 -13.69238 25.44935
C -13.88300 -12.69618 25.61726
O -14.84130 -13.26759 26.51913
O -12.10712 -13.95274 26.67539
H -12.03636 -13.38145 24.70397
H -13.21899 -14.61465 25.06559
H -14.37583 -12.54193 24.65286
H -13.51605 -11.74087 26.00423
H -15.11991 -12.58753 27.13715
H -12.76918 -14.02748 27.37135
C -4.66009 -15.17257 25.39873
C -5.64342 -14.39742 26.24091
O -6.81390 -15.15221 26.51421
O -4.03497 -16.17817 26.20709
H -3.92447 -14.48172 24.97774
H -5.22242 -15.65840 24.59839
H -5.95377 -13.50881 25.68638
H -5.18809 -14.06898 27.18020
H -6.56415 -16.05913 26.74224
H -4.05199 -16.99614 25.70384
C -10.68320 -15.15476 30.72709
C -9.81248 -14.45205 29.71516
O -9.51391 -15.24917 28.58523
O -9.95726 -16.12320 31.47910
H -11.51331 -15.66336 30.22488
H -11.07394 -14.44153 31.45120
H -8.94196 -14.06334 30.26374
H -10.30573 -13.55033 29.34194
H -9.09775 -16.07591 28.84981
H -9.69572 -16.83863 30.89249
C -9.87954 -9.42011 25.78063
C -10.15998 -10.87487 25.50688
O -9.00672 -11.62261 25.15965
O -9.42995 -8.71811 24.61759
H -9.15511 -9.29645 26.59264
H -10.80486 -8.93465 26.09192
H -10.93325 -10.96240 24.73589
H -10.58555 -11.29451 26.42579
H -8.72762 -11.38017 24.27101
H -8.50429 -8.93244 24.47164
C -9.04892 -18.45577 25.40449
C -7.56431 -18.22873 25.25835
O -6.92752 -17.98338 26.53817
O -9.72618 -17.33682 25.94606
H -9.25718 -19.33569 26.01220
H -9.43287 -18.65086 24.39286
H -7.36127 -17.38150 24.60115
H -7.11735 -19.11600 24.79934
H -6.31522 -18.70362 26.70212
H -9.84247 -16.71557 25.21390
*
```

Values from the calculation:
E (Eh): -1465.88874
HOMO level (Eh): -0.3251
Orbital gap (eV): 9.111
Molecular weight (g mol⁻¹): 405.3
Largest force on an atom (eV/Å): 5.19

Atomic partial charges in e from the natural (NBO) method, atoms 1 to 6: atom 1 (N): -0.9500, atom 2 (H): 0.4310, atom 3 (H): 0.4565, atom 4 (H): 0.4755, atom 5 (H): 0.4634, atom 6 (B): -0.6125